# 1
Density functional theory data (ωB97M-V with the def2-TZVPD basis set) for a molecular structure, C26H32N5O3Pd.

Computed properties:
Net charge: +1
2S+1: 3
⟨S²⟩: 2.01
HOMO energy (spin up / spin down) in hartree: -0.3633 / -0.4097
HOMO-LUMO gap (spin up / spin down) in eV: 7.692 / 7.662

CARTESIAN COORDINATES (ANGSTROEM)
Pd  -1.823  1.110  1.239
O  0.118  1.883  -4.799
O  -1.403  -0.095  3.368
O  0.197  -0.016  0.913
N  2.272  -0.610  0.097
N  -2.986  -0.585  -0.048
N  -1.907  2.446  -0.670
N  1.462  2.787  -3.216
N  2.804  -0.990  -1.115
C  0.645  -0.642  -1.414
C  -2.063  3.359  -3.287
C  -1.344  -1.519  3.197
C  -0.869  2.331  -1.503
C  -2.809  -3.126  -1.140
C  4.502  -1.759  2.806
C  -3.635  -1.411  2.133
C  -3.123  3.531  -2.411
C  3.055  0.512  2.085
C  3.835  0.512  3.233
C  0.924  -0.383  -0.051
C  -3.212  -1.664  0.716
C  3.026  -0.630  1.299
C  -0.914  2.737  -2.825
C  0.251  2.438  -3.727
C  4.235  -1.037  -1.351
C  -1.431  2.920  2.387
C  -3.010  3.045  -1.111
C  -3.103  -2.956  0.200
C  3.715  -1.774  1.667
C  -2.756  -2.050  3.202
C  2.072  -1.245  -3.467
C  -2.756  -0.759  -1.357
C  -2.676  -2.005  -1.946
C  4.583  -0.609  3.580
C  1.822  -0.974  -2.027
H  1.530  3.405  -2.430
H  4.448  -0.560  -2.307
H  1.125  -1.379  -3.981
H  -2.620  0.149  -1.940
H  -2.710  -3.134  3.057
H  2.258  2.703  -3.832
H  -3.692  -0.328  2.290
H  4.746  -0.490  -0.562
H  -0.476  2.868  2.912
H  0.013  1.834  -1.115
H  -0.498  0.242  3.464
H  -3.211  -1.886  4.178
H  -2.133  3.694  -4.311
H  5.044  -2.641  3.095
H  -2.256  2.976  3.095
H  -0.758  -1.963  4.000
H  -2.505  -2.071  -3.009
H  4.594  -2.064  -1.368
H  -0.835  -1.736  2.255
H  -3.824  3.128  -0.400
H  -3.250  -3.815  0.844
H  -2.700  -4.121  -1.551
H  2.671  -2.149  -3.620
H  -0.313  -0.593  -1.891
H  3.881  1.400  3.850
H  2.589  -0.410  -3.942
H  3.643  -2.670  1.065
H  5.212  -0.586  4.456
H  -1.450  3.777  1.717
H  2.484  1.384  1.798
H  -4.663  -1.755  2.246
H  -4.040  4.021  -2.720

=====

# 2
Density functional theory data (ωB97M-V with the def2-TZVPD basis set) for a single C26H32N6O2S molecule at a distorted geometry.

Computed properties:
Net charge: 0
SMILES: CCCn1c(=O)c2sccc2n2c(CCCC(=O)NC3CCN(Cc4ccccc4)CC3)nnc12
HOMO energy in hartree: -0.3134
HOMO-LUMO gap in eV: 8.840

CARTESIAN COORDINATES (ANGSTROEM)
S  -3.620  2.872  1.604
O  -0.570  3.185  1.009
O  -2.499  -1.703  1.207
N  -0.885  -3.035  0.311
N  -0.504  1.456  -0.470
N  -0.609  -0.448  -1.904
N  2.563  -0.746  1.303
N  -2.498  0.217  -0.974
N  -1.600  -1.269  -2.302
C  2.738  -1.987  0.571
C  -4.616  0.961  0.183
C  4.752  1.163  0.085
C  0.906  1.671  -0.762
C  0.206  -1.295  1.739
C  -1.152  2.293  0.426
C  1.435  -2.420  -0.092
C  6.785  0.614  -1.064
C  1.099  2.147  -2.201
C  2.564  2.435  -2.494
C  5.708  1.462  -0.869
C  -2.563  1.991  0.566
C  -4.346  -2.494  -0.752
C  -1.142  0.437  -1.106
C  -2.147  -2.596  0.459
C  1.553  -0.903  2.334
C  -2.720  -0.892  -1.761
C  6.902  -0.534  -0.301
C  -3.159  -3.380  -0.382
C  3.819  -0.297  1.895
C  -3.238  0.998  -0.120
C  0.343  -2.600  0.964
C  -4.009  -1.598  -1.953
C  4.861  0.013  0.857
C  5.945  -0.832  0.654
C  -4.947  1.912  1.098
H  -2.685  -3.778  -1.280
H  -0.530  -1.395  2.536
H  -5.215  -3.104  -1.001
H  6.044  -1.728  1.251
H  1.109  -1.668  -0.813
H  1.447  0.052  2.855
H  3.912  1.821  0.243
H  0.506  3.051  -2.360
H  5.616  2.361  -1.460
H  4.214  -1.052  2.600
H  -5.919  2.100  1.509
H  0.646  -3.397  1.665
H  3.090  -2.796  1.242
H  3.501  -1.826  -0.195
H  2.683  2.769  -3.522
H  7.533  0.848  -1.808
H  1.859  -1.665  3.077
H  -4.813  -0.881  -2.131
H  1.451  0.740  -0.587
H  -3.500  -4.214  0.236
H  7.740  -1.199  -0.447
H  1.244  2.432  -0.056
H  -4.586  -1.885  0.122
H  -3.895  -2.217  -2.844
H  3.162  1.539  -2.349
H  3.600  0.613  2.462
H  -5.322  0.274  -0.242
H  -0.728  -3.739  -0.395
H  0.735  1.372  -2.878
H  -0.130  -0.513  1.064
H  2.939  3.215  -1.834
H  1.602  -3.357  -0.627

=====

# 3
Density functional theory data (ωB97M-V with the def2-TZVPD basis set) for a molecular structure, C26H33AsN8ReS2.

Computed properties:
Net charge: +4
2S+1: 2
⟨S²⟩: 0.76
HOMO energy (spin up / spin down) in hartree: -0.6776 / -0.6776
HOMO-LUMO gap (spin up / spin down) in eV: 4.222 / 4.457

CARTESIAN COORDINATES (ANGSTROEM)
Re  -0.303  0.203  -0.031
As  2.952  0.871  1.740
S  -1.126  2.189  0.714
S  1.064  -0.341  1.692
N  -1.361  -1.485  0.688
N  -1.485  1.470  3.321
N  0.140  -1.242  -1.356
N  -2.424  -3.852  1.638
N  1.883  -6.382  -5.824
N  -2.116  3.607  2.728
N  0.298  1.285  -1.849
N  1.290  2.355  -4.218
C  -0.939  2.359  5.606
C  -2.285  -1.482  1.654
C  2.594  2.686  2.204
C  -2.435  4.748  1.824
C  3.825  0.754  0.048
C  1.099  -1.940  -3.427
C  1.202  -4.358  -4.034
C  -1.906  1.564  4.743
C  0.216  2.596  -2.114
C  -0.174  -2.552  -1.064
C  0.836  0.493  -2.814
C  1.356  1.050  -3.968
C  3.983  0.008  3.096
C  2.621  -5.274  -5.727
C  0.434  -5.530  -4.118
C  -1.530  -3.848  0.655
C  2.321  -4.230  -4.871
C  -1.009  -2.672  0.139
C  0.810  -6.493  -5.039
C  0.169  -3.572  -1.898
C  0.733  -0.953  -2.561
C  -1.620  2.434  2.430
C  -3.835  4.645  1.249
C  0.842  -3.302  -3.119
C  -2.825  -2.683  2.111
C  0.697  3.116  -3.314
H  2.008  3.168  1.423
H  -3.593  -2.684  2.875
H  -2.918  1.975  4.762
H  1.837  0.437  -4.721
H  4.733  1.357  0.111
H  1.540  -1.695  -4.383
H  -0.072  -4.594  -1.643
H  0.036  1.872  5.649
H  3.427  -0.002  4.032
H  -0.803  3.384  5.258
H  3.179  1.146  -0.735
H  2.973  -3.367  -4.826
H  4.219  -1.007  2.782
H  -4.588  4.657  2.037
H  -3.965  3.735  0.661
H  -1.988  0.538  5.097
H  0.227  -7.399  -5.154
H  -2.600  -0.527  2.051
H  4.089  -0.285  -0.144
H  -1.229  -4.815  0.268
H  -0.989  0.643  3.029
H  0.601  4.173  -3.530
H  -0.225  3.242  -1.371
H  2.071  2.714  3.158
H  -0.461  -5.673  -3.529
H  -4.022  5.502  0.604
H  3.491  -5.225  -6.371
H  -2.443  3.720  3.682
H  3.559  3.188  2.303
H  -1.668  4.792  1.054
H  -2.322  5.638  2.439
H  4.902  0.587  3.215
H  -1.328  2.408  6.622

=====

# 4
Density functional theory data (ωB97M-V with the def2-TZVPD basis set) for a molecular structure, C26H33BO3S at a distorted geometry.

Computed properties:
Net charge: 0
HOMO energy in hartree: -0.2623
HOMO-LUMO gap in eV: 7.374

CARTESIAN COORDINATES (ANGSTROEM)
S  3.477  5.106  4.556
O  1.110  1.562  2.938
O  -0.183  3.983  0.143
O  -0.286  3.893  2.491
C  1.561  1.121  0.650
C  0.942  1.969  1.676
C  -2.082  5.247  2.947
C  2.718  -0.170  -1.581
C  4.201  6.682  4.295
C  3.907  3.163  2.568
C  4.785  1.640  0.884
C  3.791  2.066  3.469
C  -2.328  4.800  -0.135
C  1.674  1.746  -0.595
C  -0.979  5.162  0.519
C  -0.428  6.436  -0.106
C  0.232  6.227  2.674
C  4.193  0.801  3.017
C  5.877  -0.510  1.609
C  -0.090  1.224  3.736
C  2.216  1.126  -1.700
C  4.443  6.870  2.936
C  4.115  5.703  2.163
C  -0.812  5.196  2.134
C  1.945  -0.237  0.740
C  3.901  4.549  2.948
C  4.185  2.860  1.211
C  2.531  -0.857  -0.366
C  4.620  7.516  5.445
C  4.965  0.644  1.849
B  -0.189  3.175  1.277
H  -0.128  7.263  2.547
H  0.164  1.416  4.781
H  -2.625  4.313  2.757
H  -2.079  4.616  -1.186
H  6.076  -1.055  2.520
H  -2.790  3.895  0.261
H  5.263  6.887  6.069
H  1.236  6.164  2.213
H  -0.132  6.293  -1.148
H  2.244  1.665  -2.650
H  4.830  7.804  2.505
H  -2.698  6.109  2.686
H  -3.062  5.622  -0.174
H  6.823  -0.172  1.203
H  3.781  7.842  6.067
H  2.874  -1.903  -0.301
H  5.461  -1.208  0.897
H  0.440  6.855  0.415
H  4.022  5.686  1.072
H  1.374  2.775  -0.696
H  3.973  -0.099  3.593
H  -0.929  1.881  3.432
H  1.851  -0.755  1.694
H  -1.192  7.227  -0.088
H  -1.808  5.302  4.014
H  5.188  8.405  5.156
H  3.994  3.639  0.458
H  3.469  2.233  4.518
H  0.451  6.104  3.753
H  5.079  1.425  -0.142
H  3.225  -0.643  -2.437
H  -0.364  0.150  3.608
H  -0.459  1.918  1.332